Computed, not measured: a cluster of 2 separate species, C4H9NO in total in a non-equilibrium geometry, with the ωB97M-V functional and the def2-TZVPD basis.

Each line ends with the Löwdin charge.
Positions of all 15 atoms, in Å:
C1 -2.19 0.73 0.09  -0.0147
C2 -1.49 -0.08 -0.70  -0.1991
C3 -0.13 -0.59 -0.39  -0.1545
C4 0.21 -0.92 0.85  -0.2125
N1 1.51 -1.36 1.25  0.0285
H1 -3.21 1.08 -0.09  0.0497
H2 -1.77 1.09 1.03  0.0598
H3 -1.86 -0.33 -1.69  0.0928
H4 0.51 -0.78 -1.24  0.1047
H5 -0.45 -0.81 1.69  0.1103
H6 1.47 -2.26 1.71  0.0845
H7 2.12 -1.46 0.45  0.0759
O1 2.14 1.97 -1.06  -0.0620
H8 1.78 1.21 -0.58  0.0013
H9 1.38 2.50 -1.32  0.0352

Computed properties:
Molecular weight, Da: 87.12
Charge: 0
SMILES: C=C/C=C/N.O
HOMO energy, eV: -8.479
Relative energy (zero: lowest compared OMol25 entry of this formula, charge and spin), kcal/mol: 46.38


Computed, not measured: an isolated molecule of C4H9NO in a non-equilibrium geometry, with the ωB97M-V functional and the def2-TZVPD basis.

Each line ends with the Löwdin charge.
Positions of all 15 atoms, in Å:
O1 0.14 -2.33 0.81  -0.0719
C1 -0.42 -1.44 -0.15  -0.2470
C2 -0.50 -0.01 0.38  -0.2584
C3 0.90 0.66 0.53  -0.1855
N1 0.70 1.29 -0.76  -0.0522
C4 -0.74 1.05 -0.71  -0.1831
H1 1.09 -2.13 0.91  0.0829
H2 -1.42 -1.84 -0.36  0.1256
H3 0.17 -1.44 -1.07  0.1232
H4 -1.16 0.02 1.24  0.1298
H5 1.75 -0.05 0.61  0.1044
H6 0.96 1.35 1.38  0.1117
H7 1.03 2.24 -0.84  0.0997
H8 -1.21 0.73 -1.66  0.1092
H9 -1.32 1.90 -0.31  0.1116

Computed properties:
Molecular weight, Da: 87.12
Charge: 0
SMILES: OCC1CNC1
HOMO energy, eV: -9.012
Relative energy (zero: lowest compared OMol25 entry of this formula, charge and spin), kcal/mol: 48.34


Computed, not measured: an isolated molecule of C4H9NO, with the ωB97M-V functional and the def2-TZVPD basis.

Each line ends with the Löwdin charge.
Positions of all 15 atoms, in Å:
C1 -1.35 -0.95 0.00  -0.0201
C2 -0.09 -0.07 0.04  -0.4746
C3 1.10 -0.55 -0.78  -0.2268
O1 2.20 0.31 -0.66  -0.0720
C4 -0.33 1.39 0.19  -0.1141
N1 0.40 0.65 1.22  0.0300
H1 -2.22 -0.35 -0.32  0.0757
H2 -1.21 -1.73 -0.76  0.0773
H3 -1.63 -1.44 0.94  0.0808
H4 1.36 -1.58 -0.47  0.1235
H5 0.83 -0.58 -1.84  0.1249
H6 2.20 0.58 0.28  0.0764
H7 -1.37 1.62 0.43  0.1069
H8 0.24 2.15 -0.34  0.1110
H9 -0.12 0.54 2.08  0.1012

Computed properties:
Molecular weight, Da: 87.12
Charge: 0
SMILES: C[C@@]1(CO)CN1
HOMO energy, eV: -9.645
Relative energy (zero: lowest compared OMol25 entry of this formula, charge and spin), kcal/mol: 47.30


Computed, not measured: an isolated molecule of C4H9NO in a non-equilibrium geometry, with the ωB97M-V functional and the def2-TZVPD basis.

Each line ends with the Löwdin charge.
Positions of all 15 atoms, in Å:
C1 -2.66 -0.17 0.04  -0.1713
N1 -1.30 0.28 -0.15  -0.1445
C2 -0.25 -0.65 0.00  -0.2068
C3 1.06 0.19 0.03  -0.4631
C4 2.31 -0.68 0.02  -0.0321
O1 1.13 1.36 0.00  0.1104
H1 -2.99 -0.54 1.07  0.0782
H2 -3.04 -0.93 -0.81  0.1128
H3 -3.33 0.78 -0.10  0.0956
H4 -1.11 1.08 0.41  0.0950
H5 -0.07 -1.36 -0.81  0.1186
H6 -0.21 -1.33 0.95  0.1530
H7 3.27 -0.04 0.00  0.1147
H8 2.26 -1.22 -0.93  0.0820
H9 2.40 -1.42 0.77  0.0575

Computed properties:
Molecular weight, Da: 87.12
Charge: 0
SMILES: CNCC(C)=O
HOMO energy, eV: -9.013
Relative energy (zero: lowest compared OMol25 entry of this formula, charge and spin), kcal/mol: 44.63


Computed, not measured: an isolated molecule of C4H9NO in a non-equilibrium geometry, with the ωB97M-V functional and the def2-TZVPD basis.

Each line ends with the Löwdin charge.
Positions of all 15 atoms, in Å:
C1 -1.78 -1.21 -0.05  -0.0120
C2 -0.39 0.02 0.12  -0.2608
C3 -0.66 1.42 -0.22  -0.0619
C4 0.50 -0.82 0.45  -0.0051
N1 2.00 0.12 0.63  -0.1083
O1 2.71 0.39 -0.59  -0.1478
H1 -2.55 -0.76 0.58  0.0381
H2 -1.58 -2.22 0.28  0.0399
H3 -2.06 -1.18 -1.10  0.0402
H4 -0.93 1.99 0.67  0.0898
H5 0.24 1.85 -0.66  0.0825
H6 -1.49 1.49 -0.92  0.0830
H7 0.79 -1.84 0.46  0.0912
H8 1.82 1.06 0.99  0.0606
H9 3.37 -0.31 -0.65  0.0706

Computed properties:
Molecular weight, Da: 87.12
Charge: 0
SMILES: CC(C)=CNO
HOMO energy, eV: -7.978
Relative energy (zero: lowest compared OMol25 entry of this formula, charge and spin), kcal/mol: 140.07


Computed, not measured: an isolated molecule of C4H9NO, with the ωB97M-V functional and the def2-TZVPD basis.

Each line ends with the Löwdin charge.
Positions of all 15 atoms, in Å:
C1 -2.03 0.32 -0.75  -0.1044
C2 -0.60 -0.08 -1.14  -0.1895
C3 0.20 0.41 0.04  -0.2510
O1 -0.10 -0.43 1.19  -0.0123
C4 1.23 -0.06 0.98  -0.3971
N1 2.26 -1.02 0.78  0.0706
H1 -2.79 0.00 -1.48  0.0705
H2 -2.11 1.42 -0.65  0.0760
H3 -2.28 -0.10 0.22  0.0754
H4 -0.52 -1.17 -1.24  0.1148
H5 -0.32 0.39 -2.09  0.1091
H6 0.06 1.49 0.16  0.1330
H7 1.46 0.75 1.69  0.1407
H8 2.45 -1.46 1.68  0.0821
H9 3.09 -0.45 0.60  0.0821

Computed properties:
Molecular weight, Da: 87.12
Charge: 0
SMILES: CC[C@H]1O[C@H]1N
HOMO energy, eV: -9.467
Relative energy (zero: lowest compared OMol25 entry of this formula, charge and spin), kcal/mol: 57.51


Computed, not measured: an isolated molecule of C4H9NO in a non-equilibrium geometry, with the ωB97M-V functional and the def2-TZVPD basis.

Each line ends with the Löwdin charge.
Positions of all 15 atoms, in Å:
C1 -1.65 -1.64 -0.44  -0.1083
C2 -0.88 -0.60 0.34  -0.2539
N1 0.21 -0.11 -0.62  -0.0914
C3 0.81 1.20 -0.31  -0.1759
C4 2.07 1.60 0.55  -0.2298
O1 1.93 2.05 1.65  0.0494
H1 -2.25 -1.20 -1.23  0.0720
H2 -2.40 -2.14 0.23  0.0789
H3 -1.09 -2.52 -0.70  0.0646
H4 -0.32 -0.99 1.16  0.0953
H5 -1.37 0.33 0.64  0.1072
H6 0.89 -0.86 -0.44  0.0958
H7 0.92 1.70 -1.26  0.1010
H8 0.09 1.62 0.37  0.0846
H9 3.06 1.55 0.07  0.1105

Computed properties:
Molecular weight, Da: 87.12
Charge: 0
SMILES: CCNCC=O
HOMO energy, eV: -8.985
Relative energy (zero: lowest compared OMol25 entry of this formula, charge and spin), kcal/mol: 60.55


Computed, not measured: a cluster of 2 separate species, C4H9NO in total, with the ωB97M-V functional and the def2-TZVPD basis.

Each line ends with the Löwdin charge.
Positions of all 15 atoms, in Å:
C1 1.95 -1.16 0.54  -0.1014
C2 1.50 0.21 0.06  -0.2758
N1 0.16 0.11 -0.49  0.0610
C3 -0.81 0.68 0.04  -0.4590
C4 -2.21 0.97 0.05  -0.0412
O1 -1.20 1.49 1.04  0.0582
H1 2.98 -1.13 0.89  0.0692
H2 1.88 -1.89 -0.28  0.0721
H3 1.31 -1.51 1.36  0.0723
H4 1.56 0.95 0.87  0.1114
H5 2.15 0.55 -0.75  0.1099
H6 -2.61 1.72 -0.63  0.1121
H7 -2.91 0.25 0.45  0.1122
H8 -1.33 -0.61 -1.88  0.0435
H9 -2.06 -0.54 -1.99  0.0554

Computed properties:
Molecular weight, Da: 87.12
Charge: 0
SMILES: CC/N=C1/CO1.[H][H]
HOMO energy, eV: -9.916
Relative energy (zero: lowest compared OMol25 entry of this formula, charge and spin), kcal/mol: 86.27


Computed, not measured: an isolated molecule of C4H9NO in a non-equilibrium geometry, with the ωB97M-V functional and the def2-TZVPD basis.

Each line ends with the Löwdin charge.
Positions of all 15 atoms, in Å:
C1 1.48 -1.37 0.12  -0.0530
C2 0.28 -0.56 0.63  -0.4338
O1 0.73 0.58 1.34  -0.0689
C3 -0.68 -0.19 -0.50  -0.1925
C4 -1.47 1.24 -0.20  -0.1383
N1 -0.35 1.10 -1.06  -0.0238
H1 2.16 -1.58 0.96  0.0780
H2 1.17 -2.32 -0.33  0.0771
H3 2.04 -0.80 -0.63  0.0801
H4 -0.28 -1.18 1.34  0.1381
H5 0.97 1.22 0.66  0.0839
H6 -1.80 -0.27 -0.30  0.1265
H7 -1.34 1.61 0.81  0.1029
H8 -2.42 1.46 -0.69  0.1176
H9 -0.60 1.20 -2.03  0.1062

Computed properties:
Molecular weight, Da: 87.12
Charge: 0
SMILES: C[C@@H](O)[C@H]1CN1
HOMO energy, eV: -8.930
Relative energy (zero: lowest compared OMol25 entry of this formula, charge and spin), kcal/mol: 95.74


Computed, not measured: an isolated molecule of C4H9NO in a non-equilibrium geometry, with the ωB97M-V functional and the def2-TZVPD basis.

Each line ends with the Löwdin charge.
Positions of all 15 atoms, in Å:
C1 1.66 -0.84 1.50  -0.0984
C2 0.59 0.21 1.07  -0.2133
C3 -0.27 -0.29 -0.20  -0.3797
N1 0.52 -0.96 -1.30  -0.0071
C4 -1.10 0.81 -0.93  -0.2343
O1 -2.00 1.32 -0.31  0.0410
H1 2.36 -0.63 0.58  0.1024
H2 2.06 -0.76 2.43  0.0217
H3 1.33 -1.90 1.35  0.0801
H4 -0.27 0.45 1.88  0.1419
H5 0.91 1.23 0.87  0.0856
H6 -0.98 -0.93 0.26  0.1170
H7 1.20 -0.23 -1.66  0.0871
H8 0.96 -1.78 -0.78  0.0784
H9 -0.48 1.33 -1.96  0.1778

Computed properties:
Molecular weight, Da: 87.12
Charge: 0
SMILES: CC[C@H](N)C=O
HOMO energy, eV: -9.591
Relative energy (zero: lowest compared OMol25 entry of this formula, charge and spin), kcal/mol: 69.58


Computed, not measured: an isolated molecule of C4H9NO in a non-equilibrium geometry, with the ωB97M-V functional and the def2-TZVPD basis.

Each line ends with the Löwdin charge.
Positions of all 15 atoms, in Å:
C1 0.88 1.30 2.03  -0.0926
C2 0.83 0.06 1.15  -0.1937
C3 -0.09 0.21 -0.07  -0.4045
O1 -0.31 1.30 -0.65  0.0262
N1 -0.20 -1.05 -0.79  -0.0378
C4 -1.21 -1.53 -1.76  -0.0704
H1 1.02 0.95 3.07  0.0754
H2 0.04 1.88 1.76  0.0597
H3 1.81 1.87 1.91  0.0762
H4 1.77 -0.43 0.77  0.1264
H5 0.30 -0.79 1.67  0.1186
H6 0.59 -1.64 -0.61  0.0973
H7 -1.67 -2.40 -1.38  0.0513
H8 -1.89 -0.66 -2.05  0.1168
H9 -0.64 -1.98 -2.52  0.0511

Computed properties:
Molecular weight, Da: 87.12
Charge: 0
SMILES: CCC(=O)NC
HOMO energy, eV: -9.134
Relative energy (zero: lowest compared OMol25 entry of this formula, charge and spin), kcal/mol: 41.38


Computed, not measured: a cluster of 2 separate species, C4H9NO in total in a non-equilibrium geometry, with the ωB97M-V functional and the def2-TZVPD basis.

Each line ends with the Löwdin charge.
Positions of all 15 atoms, in Å:
C1 0.38 0.42 -0.45  -0.5178
C2 1.29 0.89 -1.59  -0.0633
C3 -0.82 1.24 0.01  -0.0186
C4 -0.33 -1.52 1.60  -0.0800
N1 0.79 -0.70 -0.14  0.1295
O1 -1.53 -2.01 1.15  -0.0697
H1 0.75 1.27 -2.42  0.0611
H2 1.72 1.79 -1.27  0.0541
H3 2.02 0.20 -1.77  0.0386
H4 -0.35 2.08 0.54  0.0887
H5 -1.29 1.44 -1.00  0.1089
H6 -1.34 0.73 0.69  -0.0012
H7 0.36 -2.30 1.68  0.0467
H8 -0.23 -0.63 2.21  0.0863
H9 -1.42 -2.92 0.75  0.1367

Computed properties:
Molecular weight, Da: 87.12
Charge: 0
HOMO energy (alpha / beta), eV: -7.375 / -7.359
Relative energy (zero: lowest compared OMol25 entry of this formula, charge and spin), kcal/mol: 112.68